Record 1
A molecular structure, C25H27AsN2S4V in a non-equilibrium geometry, computed with the ωB97M-V functional and the def2-TZVPD basis.

Each line ends with the Löwdin charge.
Geometry (Å):
V1 0.61 0.12 0.61  -0.0706
S1 -1.05 1.60 0.64  0.6409
C1 -2.57 0.84 0.09  -0.6287
C2 -3.70 1.64 -0.07  -0.1124
C3 -4.90 1.08 -0.47  -0.0661
C4 -4.99 -0.29 -0.72  -0.0665
C5 -3.87 -1.09 -0.56  -0.0828
C6 -2.67 -0.53 -0.16  -0.4004
As1 -1.06 -1.58 0.05  1.2883
C7 -0.65 -2.10 -1.76  -0.3966
C8 -1.09 -1.30 -2.81  -0.0957
C9 -0.67 -1.57 -4.11  -0.0706
C10 0.18 -2.64 -4.35  -0.0708
C11 0.62 -3.43 -3.30  -0.0669
C12 0.22 -3.16 -2.01  -0.1284
C13 -1.72 -3.16 0.92  -0.3679
C14 -2.16 -4.27 0.19  -0.1037
C15 -2.70 -5.35 0.87  -0.0668
C16 -2.81 -5.33 2.25  -0.0684
C17 -2.37 -4.23 2.97  -0.0688
C18 -1.82 -3.14 2.31  -0.1005
H1 -3.63 2.70 0.13  0.1014
H2 -5.77 1.71 -0.59  0.1107
H3 -5.93 -0.72 -1.03  0.1099
H4 -3.94 -2.15 -0.74  0.1092
H5 -1.77 -0.47 -2.63  0.1031
H6 -1.02 -0.95 -4.93  0.1077
H7 0.51 -2.85 -5.36  0.1085
H8 1.29 -4.26 -3.49  0.1115
H9 0.59 -3.77 -1.19  0.1145
H10 -2.08 -4.28 -0.88  0.1015
H11 -3.05 -6.21 0.31  0.1102
H12 -3.24 -6.18 2.77  0.1098
H13 -2.45 -4.21 4.05  0.1099
H14 -1.47 -2.29 2.87  0.1032
S2 4.35 -1.77 1.14  0.5762
C19 2.94 -0.98 0.94  -1.7045
S3 2.36 -0.53 -0.68  0.5135
S4 1.95 -0.47 2.33  0.5020
C20 4.39 3.50 0.96  -0.0401
C21 3.62 2.16 0.90  -0.1713
N1 2.18 2.40 0.76  -0.2133
C22 1.92 3.11 -0.50  -0.1516
C23 2.66 4.47 -0.51  -0.0455
N2 3.38 4.61 0.80  -0.0928
C24 2.39 4.57 1.93  -0.0453
C25 1.70 3.18 1.90  -0.1546
H15 5.11 3.61 0.15  0.1380
H16 4.89 3.66 1.91  0.1382
H17 3.79 1.58 1.80  0.1029
H18 3.95 1.56 0.05  0.0972
H19 0.84 3.26 -0.59  0.0902
H20 2.25 2.48 -1.32  0.1179
H21 1.99 5.32 -0.61  0.1366
H22 3.42 4.53 -1.29  0.1372
H23 3.86 5.50 0.82  0.1893
H24 1.70 5.39 1.78  0.1372
H25 2.95 4.74 2.85  0.1374
H26 0.62 3.30 1.82  0.0758
H27 1.92 2.62 2.80  0.1220

Properties
Multiplicity: 3
Energy above the lowest of the compared OMol25 structures with the same formula, charge and spin, kJ/mol: 49.33
Charge: +1
Orbital gap (spin up / spin down), eV: 7.34 / 7.37
Electronic energy, Ha: -5850.6827
HOMO energy (spin up / spin down), eV: -10.23 / -10.22
Molecular weight, u: 609.64

***

Record 2
2 unconnected molecules or ions with the total composition C3H9BrOSi in a non-equilibrium geometry, computed with the ωB97M-V functional and the def2-TZVPD basis.

Each line ends with the Löwdin charge.
Geometry (Å):
C1 0.26 0.58 1.09  -0.1791
C2 2.99 1.24 -0.05  0.0228
C3 -2.12 -1.93 -1.10  -0.2695
O1 -0.26 -0.25 0.07  -0.3739
Si1 -1.62 -0.20 -0.86  0.2335
Br1 -3.08 1.21 0.18  0.2616
H1 -0.35 1.41 1.38  0.0342
H2 1.32 1.02 0.64  0.0513
H3 0.56 0.09 2.02  0.0884
H4 2.91 2.32 -0.05  -0.0058
H5 3.70 1.02 0.82  0.0311
H6 2.80 0.55 -0.84  -0.0038
H7 -1.76 -2.56 -0.25  0.0520
H8 -3.22 -1.97 -1.01  0.0194
H9 -2.12 -2.52 -2.03  0.0378

Properties
Energy above the lowest of the compared OMol25 structures with the same formula, charge and spin, kJ/mol: 428.84
Charge: 0
Orbital gap (spin up / spin down), eV: 7.65 / 7.40
Electronic energy, Ha: -3058.3628
HOMO energy (spin up / spin down), eV: -8.28 / -7.41
Molecular weight, u: 169.09

***

Record 3
A single C4H4N2 molecule in a non-equilibrium geometry, computed with the ωB97M-V functional and the def2-TZVPD basis.

Each line ends with the Löwdin charge.
Geometry (Å):
C1 2.29 -0.21 0.18  0.1372
C2 1.10 -0.25 0.28  -0.1001
C3 -0.36 -0.13 0.43  -0.4051
N1 -1.11 -1.02 -0.45  0.0431
C4 -0.69 1.28 0.06  -0.1803
N2 -0.92 2.24 -0.55  0.1497
H1 3.36 -0.16 0.07  0.0357
H2 -0.63 -0.37 1.48  0.1475
H3 -1.06 -0.62 -1.39  0.0881
H4 -2.08 -1.00 -0.18  0.0841

Properties
Energy above the lowest of the compared OMol25 structures with the same formula, charge and spin, kJ/mol: 237.10
Charge: 0
Orbital gap, eV: 11.32
Electronic energy, Ha: -264.2361
Structure (SMILES): C#C[C@H](N)C#N
HOMO energy, eV: -10.63
Molecular weight, u: 80.09